Entry 1:
This record from OMol25 describes a gas-phase ion, C8H17N2O4 (charge +1) at a distorted geometry. The level of theory is ωB97M-V/def2-TZVPD.

Computed properties:
**Energy relative to the best compared isomer or geometry (same formula, charge and spin)**: 34.3 kcal/mol
**Gap between HOMO and LUMO**: 0.4012 hartree
**HOMO**: -13.7709 eV
**Charge**: +1
**Lowest unoccupied orbital energy**: -2.853 eV

Geometry (Å):
C 1.31 1.11 0.33
C 0.20 -0.92 -0.25
C -0.14 1.52 0.04
C -0.15 2.05 -1.37
C -0.57 2.62 1.02
C -0.49 -3.17 -0.35
C 2.66 -0.87 0.78
C -2.29 -0.17 -0.33
N 1.36 -0.22 0.29
N -1.00 0.19 0.25
O 2.21 1.81 0.71
O 3.23 -1.50 -0.28
O -2.66 -1.35 0.04
O -0.05 -2.07 0.34
H 0.29 -0.78 -1.35
H -1.15 2.42 -1.66
H 0.20 1.34 -2.06
H 0.42 2.97 -1.33
H -0.26 3.54 0.62
H -0.01 2.46 1.94
H -1.63 2.60 1.37
H 0.15 -3.99 -0.26
H -0.50 -2.91 -1.47
H -1.50 -3.43 0.09
H 2.48 -1.48 1.69
H 3.17 0.01 1.12
H -3.00 0.64 -0.11
H -2.36 -0.23 -1.44
H -0.92 0.15 1.29
H 3.90 -0.91 -0.59
H -2.93 -1.42 0.95

---

Entry 2:
This record from OMol25 describes a molecular structure, C34H23CoF3N8O2S at a distorted geometry. The level of theory is ωB97M-V/def2-TZVPD.

Computed properties:
**Multiplicity**: 4
**Gap between HOMO and LUMO (spin up / spin down)**: 0.1832 / 0.2421 hartree
**HOMO (spin up / spin down)**: -6.0343 / -7.7589 eV
**Lowest unoccupied orbital energy (spin up / spin down)**: -1.050 / -1.172 eV

Geometry (Å):
Co -0.17 -1.20 -0.43
C 1.37 2.26 -3.91
C 1.30 0.96 -3.51
N 0.25 0.54 -2.73
C -0.63 1.51 -2.25
C -0.48 2.80 -2.74
N 0.46 3.19 -3.57
C -1.58 1.23 -1.19
C -2.79 1.90 -1.20
C -3.74 1.67 -0.20
C -3.35 0.85 0.86
C -2.10 0.26 0.86
N -1.23 0.39 -0.19
C -1.66 -0.59 1.94
C -2.23 -0.62 3.23
N -1.85 -1.46 4.15
C -0.84 -2.29 3.85
C -0.22 -2.26 2.61
N -0.63 -1.44 1.65
C -5.09 2.23 -0.29
C -6.18 1.63 0.35
C -7.43 2.20 0.24
N -7.67 3.29 -0.48
C -6.66 3.84 -1.12
C -5.36 3.36 -1.06
H 2.20 2.60 -4.52
H 2.03 0.22 -3.79
H -1.15 3.57 -2.39
H -3.04 2.54 -2.03
H -4.03 0.64 1.67
H -3.03 0.05 3.51
H -0.56 -2.99 4.62
H 0.59 -2.94 2.37
H -6.05 0.71 0.91
H -8.29 1.77 0.74
H -6.90 4.71 -1.72
H -4.58 3.87 -1.60
O 3.06 1.00 -1.48
S 2.19 0.98 -0.34
O 1.08 1.88 -0.35
N 1.59 -0.56 -0.16
C 2.52 -1.56 -0.19
C 3.90 -1.43 -0.04
C 4.73 -2.54 -0.13
C 4.25 -3.80 -0.38
C 2.86 -4.00 -0.52
C 2.25 -5.25 -0.75
C 0.88 -5.31 -0.83
C 0.12 -4.15 -0.71
N 0.67 -2.97 -0.51
C 2.01 -2.87 -0.41
C 3.16 1.41 1.11
C 2.55 1.44 2.35
C 3.27 1.88 3.45
C 4.58 2.29 3.30
C 5.18 2.28 2.05
C 4.46 1.84 0.95
H 4.33 -0.46 0.15
H 5.80 -2.39 0.00
H 4.91 -4.65 -0.45
H 2.86 -6.13 -0.86
H 0.37 -6.25 -0.98
H -0.96 -4.18 -0.77
H 1.51 1.13 2.44
H 2.80 1.91 4.42
H 5.14 2.64 4.16
H 6.20 2.61 1.93
H 4.90 1.83 -0.04
F -1.71 -1.97 -0.69
C 0.01 -0.81 -2.39
F 0.99 -1.60 -2.95
F -1.13 -1.20 -3.05

---

Entry 3:
This record from OMol25 describes a molecular structure, C29H20IN3O8RuS2. The level of theory is ωB97M-V/def2-TZVPD.

Computed properties:
**Energy relative to the best compared isomer or geometry (same formula, charge and spin)**: 8.4 kcal/mol
**Multiplicity**: 2
**Gap between HOMO and LUMO (spin up / spin down)**: 0.2650 / 0.2479 hartree
**HOMO (spin up / spin down)**: -5.6556 / -5.5575 eV
**Charge**: -1
**Lowest unoccupied orbital energy (spin up / spin down)**: 1.556 / 1.188 eV

Geometry (Å):
Ru 0.05 0.14 -0.52
O 1.89 0.71 4.50
C 0.74 1.41 4.52
C 0.40 2.06 5.71
C -0.78 2.76 5.81
C -1.66 2.84 4.72
C -1.32 2.22 3.54
C -0.12 1.52 3.41
C 0.20 0.92 2.11
O -0.45 1.31 1.09
N 1.22 0.04 2.06
N 1.37 -0.42 0.81
C 2.26 -1.27 0.45
C 2.17 -1.75 -0.92
C 3.03 -2.71 -1.42
C 2.84 -3.19 -2.71
C 1.78 -2.70 -3.45
C 0.96 -1.74 -2.89
N 1.16 -1.25 -1.68
H 1.91 0.19 3.67
H 1.08 1.97 6.55
H -1.04 3.24 6.74
H -2.59 3.37 4.81
H -1.97 2.23 2.68
H 2.98 -1.65 1.17
H 3.83 -3.09 -0.79
H 3.51 -3.94 -3.12
H 1.58 -3.06 -4.45
H 0.09 -1.37 -3.41
O -2.33 0.19 -0.49
S -2.89 -0.88 -1.35
O -3.84 -0.37 -2.31
O -1.83 -1.69 -1.94
C -3.80 -1.95 -0.24
C -5.08 -2.30 -0.66
C -5.85 -3.17 0.09
C -5.34 -3.71 1.26
C -4.06 -3.36 1.67
C -3.28 -2.48 0.94
S -1.70 -2.07 1.70
O -1.33 -3.28 2.40
O -1.98 -0.92 2.54
O -0.74 -1.78 0.62
H -5.45 -1.87 -1.58
H -6.85 -3.43 -0.25
H -5.93 -4.40 1.85
H -3.64 -3.78 2.57
I -1.07 1.25 -3.17
C 0.88 1.84 -3.57
C 1.25 2.14 -4.86
C 2.52 2.68 -5.11
C 3.35 2.97 -4.07
C 2.97 2.69 -2.73
C 3.80 3.11 -1.66
C 3.39 2.88 -0.38
C 2.22 2.14 -0.13
C 1.40 1.63 -1.11
C 1.74 2.02 -2.46
H 0.55 1.99 -5.67
H 2.82 2.90 -6.13
H 4.31 3.44 -4.24
H 4.72 3.63 -1.88
H 3.98 3.23 0.45
H 2.01 1.94 0.91